Entry 1:
The following is a quantum chemistry calculation of 2 unconnected molecules or ions with the total composition C3H10NO, from OMol25.

Geometry as ORCA input:
```
! RIJCOSX wB97M-V def2-TZVPD def2/J DEFGRID3
* xyz 1 1
C 0.336 1.068 -0.156
O 0.652 0.061 0.876
C -0.947 0.741 -0.836
C -2.095 1.297 -0.497
H 1.170 1.028 -0.836
H 0.278 2.026 0.361
H -0.111 0.035 1.471
H -0.953 -0.048 -1.590
H -3.028 1.039 -0.983
H -2.176 2.039 0.285
N 1.342 -2.305 0.311
H 2.310 -2.441 0.608
H 1.057 -1.215 0.570
H 1.254 -2.543 -0.672
H 0.777 -2.944 0.867
*
```

molecular weight = 76.12 g/mol
LUMO energy = -3.6 eV
E_tot = -250.024190 a.u.
orbital gap = 10.495 eV

Entry 2:
The following is a quantum chemistry calculation of 2 unconnected molecules or ions with the total composition C3H10NO, from OMol25.

Geometry as ORCA input:
```
! RIJCOSX wB97M-V def2-TZVPD def2/J DEFGRID3
* xyz 1 1
C -0.108 -1.108 1.502
C -0.510 -0.507 0.220
C -1.633 0.053 -0.152
N 0.555 -0.627 -0.839
H 0.359 -2.098 1.471
H 0.530 -0.445 2.095
H -0.983 -1.266 2.142
H -1.847 0.477 -1.132
H -2.460 0.153 0.542
H 0.893 0.283 -1.184
H 0.219 -1.097 -1.674
H 1.361 -1.102 -0.455
H 1.128 2.674 -0.090
H 1.614 2.389 -1.533
O 0.881 2.221 -0.913
*
```

molecular weight = 76.12 g/mol
LUMO energy = -3.4 eV
E_tot = -250.033512 a.u.
orbital gap = 11.329 eV